Molecular formula: C3H3N3O
Method: DFT, ωB97M-V/def2-TZVPD

Structure (XYZ):
```
10
Properties=species:S:1:pos:R:3
O -2.18 0.53 -1.25
C -1.77 0.05 -0.24
N -0.39 -0.06 0.04
C 0.63 -0.05 -0.87
N 1.75 -0.40 -0.31
C 1.42 -0.26 1.00
N 0.13 -0.24 1.29
H -2.39 -0.39 0.57
H 0.65 0.51 -1.78
H 2.14 0.34 1.56
```

The value obtained for the total energy is -9675.3860 eV. The charge is 0. The calculation puts the relative energy (zero: lowest compared OMol25 entry of this formula, charge and spin) at 47.70 kcal/mol. The HOMO-LUMO gap comes out at 10.09 eV.